Record 1
Computed, not measured: a cluster of 2 separate species, C4H7NO2 in total in a non-equilibrium geometry, with ωB97M-V/def2-TZVPD.

CARTESIAN COORDINATES (ANGSTROEM)
C: 1.166969 -1.749674 -0.233881
C: 1.326222 -0.598101 0.330224
C: -2.897127 -0.872149 0.599842
C: 1.221798 1.990676 -0.614764
N: 1.267439 0.344053 1.108000
O: -2.292496 -0.887191 -0.436649
O: 1.271910 1.740333 0.761815
H: 1.952363 -2.338304 -0.522542
H: 0.174907 -2.303707 -0.306760
H: -3.532296 -0.055072 0.788352
H: -3.143368 -1.679334 1.232598
H: 2.047935 1.636376 -1.224600
H: 1.274049 3.055765 -0.504327
H: 0.161690 1.716329 -0.977313

Cartesian forces, eV/Å:
-2.8 -1.0 0.1
-0.9 0.9 0.0
-0.9 0.4 -2.0
-2.4 0.6 0.0
0.5 1.4 0.9
0.9 -0.6 0.2
0.5 -2.8 0.6
2.1 -1.1 -0.7
1.1 1.4 0.0
-0.7 1.9 0.7
0.7 -1.8 1.0
0.0 -0.5 0.1
0.0 0.9 -1.0
1.8 0.2 0.0

**Energy**: -361.65921 a.u.
**Relative energy (zero: lowest compared OMol25 entry of this formula, charge and spin)**: 6.031 eV
**SMILES**: C=C=NOC.C=O

=====

Record 2
Computed, not measured: the molecule C4H7NO2, with ωB97M-V/def2-TZVPD.

CARTESIAN COORDINATES (ANGSTROEM)
O: 0.258822 1.916904 1.114372
C: 0.258706 1.122926 0.206767
N: 1.451199 0.726698 -0.401177
C: 1.658814 -0.624632 -0.812506
O: 2.182772 -1.435214 -0.108419
C: -0.991737 0.405040 -0.290677
C: -1.431080 -0.636383 0.757621
H: 2.270920 1.025451 0.122377
H: 1.358660 -0.848178 -1.844003
H: -1.760920 1.143670 -0.514819
H: -0.694097 -0.047003 -1.234892
H: -0.901949 -0.449583 1.691647
H: -1.154161 -1.636674 0.423335
H: -2.505947 -0.663027 0.890370

Cartesian forces, eV/Å:
0.0 0.2 -0.2
-0.4 -0.1 0.2
0.7 -0.1 0.1
-0.2 0.0 -0.1
0.2 0.0 -0.1
0.7 0.2 -0.1
0.4 -0.3 -0.4
-0.3 0.2 0.2
-0.2 -0.1 0.0
0.1 0.0 0.2
-0.4 -0.2 -0.2
-0.4 0.0 0.1
0.1 0.0 0.0
-0.1 0.2 0.2

**Energy**: -361.84936 a.u.
**Relative energy (zero: lowest compared OMol25 entry of this formula, charge and spin)**: 0.857 eV
**SMILES**: CCC(=O)NC=O

=====

Record 3
Computed, not measured: the molecule C4H7NO2 in a non-equilibrium geometry, with ωB97M-V/def2-TZVPD.

CARTESIAN COORDINATES (ANGSTROEM)
C: 0.396561 -0.154089 0.566920
C: -1.745660 0.293465 -0.688645
C: 1.113500 -1.067755 -0.372894
N: -1.153483 0.518136 0.614933
C: 1.135407 1.047568 1.045962
O: -0.626598 -0.631993 1.307060
O: 1.988892 1.604469 0.397831
H: 0.753951 1.431316 2.009535
H: -1.704090 -0.746131 -1.024358
H: -2.792847 0.582907 -0.588016
H: -1.272026 0.958077 -1.419014
H: 1.290625 -0.540053 -1.312270
H: 2.085549 -1.334225 0.042388
H: 0.530221 -1.961693 -0.579432

Cartesian forces, eV/Å:
-1.0 1.4 0.1
-0.6 -0.6 -0.1
-0.7 0.4 -0.9
3.1 0.0 -0.7
-0.1 0.2 0.4
-0.7 -0.9 0.9
-0.2 -0.4 0.2
0.1 0.1 0.0
0.1 0.1 0.0
-0.1 -0.1 -0.2
0.0 -0.1 0.1
0.2 -0.1 0.0
-0.1 0.1 0.1
0.0 0.0 0.1

**Energy**: -361.71151 a.u.
**Relative energy (zero: lowest compared OMol25 entry of this formula, charge and spin)**: 4.608 eV
**SMILES**: CN1O[C@]1(C)C=O

=====

Record 4
Computed, not measured: a structure of composition C4H7NO2 in a non-equilibrium geometry, with ωB97M-V/def2-TZVPD.

CARTESIAN COORDINATES (ANGSTROEM)
C: 1.308681 -0.120177 -0.355232
C: -0.157025 0.097196 -0.725508
C: -0.867077 1.247728 0.159008
C: -1.099774 -0.752787 -0.151084
H: -0.146773 -0.509953 1.802401
H: 1.330148 -1.979402 0.610516
H: 1.893835 -0.642701 -1.187013
H: 1.615066 0.938670 -0.397409
H: -0.446275 0.165275 -1.774311
H: -1.086655 2.080821 -0.635091
H: -0.470036 1.869109 1.146746
N: 1.310757 -0.685325 1.007985
O: -1.751636 0.223890 0.637225
O: -1.433235 -1.932341 -0.138237

Cartesian forces, eV/Å:
-1.0 0.9 -0.9
1.8 2.8 -0.7
1.9 2.2 -0.3
-4.5 -4.9 2.9
4.0 -0.6 -2.5
-0.6 4.8 2.2
-0.7 0.1 1.6
0.8 -0.4 0.5
0.6 0.5 -0.3
-1.1 -1.5 1.7
-0.2 -2.0 -2.7
-1.3 -4.7 0.0
-0.7 -0.2 -1.0
1.1 3.0 -0.5

**Energy**: -361.60688 a.u.
**Relative energy (zero: lowest compared OMol25 entry of this formula, charge and spin)**: 7.455 eV

=====

Record 5
Computed, not measured: a cluster of 2 separate species, C4H7NO2 in total, with ωB97M-V/def2-TZVPD.

CARTESIAN COORDINATES (ANGSTROEM)
C: -2.140483 0.641413 -0.098711
C: -1.316084 -0.541523 0.320740
O: -0.807802 -1.302226 -0.476077
C: 1.688083 -0.832492 -0.379503
C: 1.274111 0.453775 0.158719
N: 2.521956 0.471214 -0.314714
O: 0.491667 1.074084 0.836241
H: -2.165033 1.410522 0.675225
H: -3.158506 0.287373 -0.294668
H: -1.733319 1.055217 -1.025209
H: -1.227434 -0.728433 1.408357
H: 1.501951 -1.144358 -1.401819
H: 1.780007 -1.655066 0.335613
H: 3.290881 0.810505 0.255800

Cartesian forces, eV/Å:
0.0 0.0 0.0
-0.2 -0.2 -0.2
-0.5 0.1 0.3
0.3 -0.1 -0.1
-0.2 0.2 0.3
-0.1 0.2 0.1
0.3 -0.1 -0.3
0.0 -0.1 -0.1
0.0 0.1 0.0
-0.1 -0.1 0.1
-0.1 0.0 -0.1
0.0 0.2 0.2
0.3 0.4 -0.1
0.1 -0.5 0.0

**Energy**: -361.77060 a.u.
**Relative energy (zero: lowest compared OMol25 entry of this formula, charge and spin)**: 3.000 eV
**SMILES**: O=C1CN1.CC=O

=====

Record 6
Computed, not measured: the molecule C4H7NO2 in a non-equilibrium geometry, with ωB97M-V/def2-TZVPD.

CARTESIAN COORDINATES (ANGSTROEM)
C: -0.836695 -1.244780 0.520109
C: -0.403595 0.116215 0.067312
C: -1.332397 1.191839 0.235606
O: -2.466365 1.088715 0.659906
C: 0.882602 0.341244 -0.370274
O: 1.287817 1.446231 -0.986225
N: 1.907508 -0.504239 -0.255854
H: -0.278546 -1.588082 1.400262
H: -1.892507 -1.195857 0.796965
H: -0.727651 -2.000709 -0.268712
H: 0.420132 1.926693 -0.965755
H: -0.976755 2.205569 -0.057029
H: 1.678740 -1.435639 0.025376
H: 2.737712 -0.347194 -0.801688

Cartesian forces, eV/Å:
0.1 -0.3 0.1
0.3 -0.3 0.1
0.0 -0.1 -0.4
-0.1 0.1 0.1
0.0 -0.3 0.1
-1.9 1.4 0.2
0.1 -1.0 0.2
-0.1 0.0 0.0
0.2 0.0 0.0
0.0 0.1 0.1
1.3 0.5 -0.7
0.0 0.2 0.1
0.2 -0.3 0.1
-0.1 0.0 0.0

**Energy**: -361.83615 a.u.
**Relative energy (zero: lowest compared OMol25 entry of this formula, charge and spin)**: 1.216 eV
**SMILES**: C/C(C=O)=C(\N)O

=====

Record 7
Computed, not measured: the molecule C4H7NO2, with ωB97M-V/def2-TZVPD.

CARTESIAN COORDINATES (ANGSTROEM)
C: 1.397406 0.696296 -0.437071
C: -0.120854 0.662428 -0.461648
C: -0.675440 -0.751144 -0.673712
N: -0.450538 -1.596709 0.474880
C: -0.455437 -1.354257 1.663420
O: -0.446438 -1.287350 2.835251
O: -0.592309 1.162793 0.778232
H: 1.789108 0.029011 0.336749
H: 1.757956 1.708724 -0.235434
H: 1.791649 0.374793 -1.406959
H: -0.481815 1.295249 -1.288570
H: -0.217537 -1.218475 -1.550311
H: -1.756334 -0.693286 -0.868552
H: -1.539417 0.971929 0.833727

Cartesian forces, eV/Å:
0.0 0.0 0.0
0.1 -0.1 -0.2
-0.1 0.1 -0.2
0.0 0.0 0.6
0.0 -0.2 0.2
0.0 -0.1 -0.8
-0.2 0.0 0.0
-0.1 0.1 -0.1
-0.1 -0.1 0.0
0.0 0.1 0.1
0.0 -0.1 0.1
0.0 0.1 0.1
0.1 0.0 0.0
0.1 0.3 0.1

**Energy**: -361.85056 a.u.
**Relative energy (zero: lowest compared OMol25 entry of this formula, charge and spin)**: 0.824 eV
**SMILES**: C[C@H](O)CN=C=O

=====

Record 8
Computed, not measured: the molecule C4H7NO2, with ωB97M-V/def2-TZVPD.

CARTESIAN COORDINATES (ANGSTROEM)
C: -1.952900 -0.302895 1.141606
N: -1.127925 0.862929 0.817497
C: -0.099242 0.601550 0.138809
C: 0.476544 -0.731583 -0.279605
O: 1.211178 -0.414352 -1.436478
C: 1.754110 0.831656 -1.140915
O: 0.775274 1.536081 -0.342780
H: -2.268659 -0.838849 0.236589
H: -1.443753 -1.027095 1.790878
H: -2.861116 -0.003316 1.667867
H: -0.231705 -1.527206 -0.501665
H: 1.138373 -1.052525 0.539927
H: 1.958161 1.336961 -2.089382
H: 2.671660 0.728645 -0.542350

Cartesian forces, eV/Å:
-0.1 -0.1 0.1
0.4 0.0 -0.4
-0.2 -0.3 0.1
-0.1 -0.3 0.2
0.1 -0.1 0.0
0.1 0.2 0.1
-0.1 -0.1 -0.3
0.0 0.1 0.1
0.1 0.1 -0.1
0.2 0.2 -0.1
0.0 0.2 0.0
0.0 -0.2 -0.1
-0.2 0.2 0.4
-0.1 0.1 0.0

**Energy**: -361.81056 a.u.
**Relative energy (zero: lowest compared OMol25 entry of this formula, charge and spin)**: 1.913 eV
**SMILES**: C/N=C1\COCO1

=====

Record 9
Computed, not measured: the molecule C4H7NO2 in a non-equilibrium geometry, with ωB97M-V/def2-TZVPD.

CARTESIAN COORDINATES (ANGSTROEM)
C: 0.472028 1.746625 0.275542
C: -0.812861 -0.621489 -0.694868
N: -1.537898 -1.380683 0.186390
C: 1.124030 0.407623 0.413840
C: 0.800574 -0.718352 -0.460835
O: -0.180806 0.859551 1.184726
O: -1.257428 -0.234807 -1.757174
H: -1.253505 -1.333269 1.157094
H: -2.538062 -1.335333 0.036103
H: 0.970026 2.602462 0.721493
H: -0.080416 1.989917 -0.628138
H: 2.008323 0.315607 1.030591
H: 1.044177 -1.682656 -0.011038
H: 1.241817 -0.615197 -1.453726

Cartesian forces, eV/Å:
0.4 -0.9 0.0
1.7 -2.1 -1.3
-0.1 0.4 0.3
-1.9 2.0 1.5
-2.4 0.2 -0.9
2.4 0.0 -0.6
0.1 0.5 0.7
-0.1 0.0 -0.2
0.1 0.0 0.1
0.0 0.0 0.1
-0.1 -0.2 0.0
-0.2 0.2 0.3
0.0 0.1 -0.1
0.1 -0.1 0.1

**Energy**: -361.80665 a.u.
**Relative energy (zero: lowest compared OMol25 entry of this formula, charge and spin)**: 2.019 eV
**SMILES**: NC(=O)C[C@H]1CO1

=====

Record 10
Computed, not measured: the molecule C4H7NO2, with ωB97M-V/def2-TZVPD.

CARTESIAN COORDINATES (ANGSTROEM)
C: -1.723799 -1.320433 -0.230028
C: -0.672919 -0.326810 0.136279
N: -0.849149 0.743231 0.829324
O: -2.164362 0.896996 1.216612
C: 0.603558 -0.314098 -0.603418
C: 2.658110 0.677512 -0.450335
O: 1.553036 0.058749 0.209935
H: -2.604152 -0.821339 -0.647425
H: -1.315165 -2.015628 -0.967470
H: -2.041215 -1.873124 0.658833
H: -2.154623 1.764067 1.643884
H: 2.463344 0.642733 -1.523418
H: 3.592329 0.181649 -0.186075
H: 2.655009 1.706490 -0.086703

Cartesian forces, eV/Å:
-0.1 -0.1 0.0
-0.2 0.2 0.1
0.2 -0.5 -0.3
-0.2 0.1 0.2
0.1 0.3 0.4
0.3 0.1 -0.1
-0.4 0.0 -0.3
0.1 -0.1 0.1
-0.1 0.1 0.1
0.0 0.0 -0.1
-0.1 -0.2 -0.1
0.2 0.0 0.1
-0.1 0.0 0.1
0.2 -0.1 -0.1

**Energy**: -361.68491 a.u.
**Relative energy (zero: lowest compared OMol25 entry of this formula, charge and spin)**: 5.332 eV